Density functional theory data (the ωB97M-V functional and the def2-TZVPD basis) for 2 unconnected molecules or ions with the total composition C5H8N2.

Computed properties:
Max |F| (Eh/bohr): 0.082
HOMO-LUMO gap (spin up / spin down) (hartree): 0.25748 / 0.25732
LUMO (spin up / spin down) (eV): -0.094 / -0.096
Relative energy (zero: lowest compared OMol25 entry of this formula, charge and spin) (eV): 6.709
Calculated total energy (Eh): -304.588951

Each line ends with the Löwdin charge.
Atoms and positions in Å:
C1 -2.065 -0.305 0.319  -0.219
C2 0.380 -0.784 0.594  -0.114
C3 -2.942 0.779 -0.069  -0.336
C4 2.430 0.341 -0.444  -0.090
C5 0.948 -0.049 -0.487  -0.233
N1 -3.294 -0.511 0.530  0.001
N2 0.353 -1.436 1.604  0.235
H1 -2.904 1.716 0.581  0.067
H2 -3.191 0.980 -1.163  0.068
H3 2.588 1.093 0.307  0.066
H4 2.798 0.874 -1.300  0.065
H5 3.127 -0.567 -0.291  0.111
H6 0.296 0.837 -0.735  0.139
H7 0.785 -0.674 -1.396  0.144
H8 0.690 -2.294 1.951  0.097

Forces on atoms 1 to 6 (eV/Å):
C 1.6 -0.7 -0.2
C -2.5 -1.3 3.1
C 0.0 3.2 -1.2
C 1.0 -1.4 1.0
C -0.1 1.1 -2.8
N 0.5 -0.9 0.5